Density functional theory data (the ωB97M-V functional and the def2-TZVPD basis) for C56H57BN17OTeTl as an isolated structure.

```
134
Properties=species:S:1:pos:R:3:forces:R:3
C 0.229 5.385 2.747 0.122 0.223 0.054
N -0.720 -3.295 1.981 0.067 -0.378 -0.712
C 0.598 0.061 -4.684 -0.064 -0.069 -0.075
C 0.709 5.734 5.062 -0.102 -0.067 -0.093
C 1.387 6.903 4.745 0.038 0.018 0.004
H -2.919 -2.033 -5.884 -0.005 0.021 -0.035
C 3.672 -2.636 3.252 -0.149 -0.063 0.099
C -2.322 -2.681 3.314 -0.233 -0.176 -0.082
C 1.166 -2.497 6.287 -0.058 -0.089 -0.235
N 1.832 -3.245 2.195 0.329 -0.133 0.204
C -0.546 3.641 4.357 -0.076 0.565 0.146
C 0.329 2.120 2.539 0.203 -0.007 0.025
C 1.208 -7.401 2.681 -0.219 0.086 0.005
C 1.187 6.417 -3.522 -0.044 0.032 0.246
H -0.746 -8.144 3.458 -0.140 -0.145 0.076
Tl 0.187 -0.715 0.273 0.009 -0.255 0.097
H 2.066 8.196 3.158 0.078 0.112 0.033
H 1.512 -5.552 -2.702 0.063 -0.178 -0.108
C -0.159 4.790 -4.668 -0.051 -0.070 0.142
H -3.496 1.556 0.253 -0.226 -0.071 0.165
B 0.648 -4.027 1.651 0.267 0.050 -0.114
H -4.298 -2.933 -5.261 -0.064 -0.026 -0.042
H 4.732 1.874 -3.061 0.075 0.034 0.035
H 1.756 0.267 -1.492 0.059 0.094 -0.058
C 0.209 -0.339 6.749 -0.230 0.097 -0.322
C -1.195 -2.527 -3.807 0.039 0.026 0.119
O 0.538 6.088 0.086 -0.023 0.004 0.020
Te 0.191 -1.007 3.765 -0.229 -0.339 1.141
H -4.051 -4.350 -3.184 -0.058 -0.048 0.017
C 0.124 4.967 4.063 -0.029 0.096 0.078
H -0.647 -2.231 -4.700 0.018 0.018 -0.069
N 1.831 7.808 0.491 -0.110 -0.144 1.751
H -2.525 -0.959 -1.043 0.027 0.091 0.019
N 1.236 2.025 4.515 0.233 0.249 0.985
C -1.869 -3.718 1.442 -0.358 0.288 0.140
H 0.785 1.114 -7.213 -0.014 0.039 -0.058
C -0.531 -6.075 2.761 -0.112 -0.208 0.136
C 1.693 0.582 -5.343 -0.062 0.021 0.043
H 0.483 0.395 8.736 -0.040 0.055 0.045
C -2.262 -1.806 -1.684 -0.109 -0.060 -0.182
H -0.213 4.805 1.950 -0.059 -0.069 -0.051
H 1.280 6.050 -5.622 0.021 0.046 -0.086
C -0.145 -7.360 3.045 -0.140 0.167 0.012
H 1.837 7.487 5.532 0.041 0.072 0.086
C 0.979 6.643 -1.068 0.528 0.720 0.395
H -2.085 0.004 -4.623 0.044 0.045 -0.042
C -0.404 5.069 -2.306 0.121 0.196 -0.073
H -0.871 4.819 -1.365 -0.037 -0.017 0.016
C 1.113 6.868 1.031 0.444 0.626 -0.575
C 0.931 -5.268 -0.597 -0.014 -0.156 -0.322
H -0.328 0.540 6.417 -0.009 0.020 0.006
C -2.764 1.871 -0.462 0.209 0.121 -0.260
H 1.740 -0.361 -7.254 0.024 -0.004 -0.077
N 2.228 -2.090 1.633 0.065 0.378 -0.524
N 0.544 -5.411 2.264 -0.162 -0.179 0.228
H -3.965 -3.551 2.126 -0.209 -0.026 -0.052
C -0.769 4.425 -3.474 0.117 -0.015 0.023
H -1.878 -4.284 0.532 0.118 -0.145 -0.177
C 1.727 0.386 -2.571 0.007 -0.012 -0.172
H -2.169 -4.144 -4.809 -0.054 0.055 0.068
H -0.239 -0.253 -5.284 -0.097 -0.079 0.015
N 0.255 2.578 3.797 0.103 -0.608 -0.433
N -1.432 1.717 -0.294 0.343 0.101 0.209
C 0.664 -0.421 8.053 0.059 0.026 0.148
H -2.806 3.773 -3.654 0.086 -0.174 0.025
H -0.343 2.362 1.740 -0.308 0.139 -0.127
C 1.358 -3.513 -1.835 0.025 -0.189 0.276
C -3.405 -2.380 -4.968 0.023 -0.001 0.115
N -1.000 -2.669 3.135 -0.058 0.246 0.921
N 1.341 1.286 2.421 0.217 0.236 -0.648
H -1.599 2.605 -4.235 -0.094 0.053 0.063
C -3.522 -2.588 -2.047 -0.108 -0.096 0.158
C 1.366 -1.537 8.476 -0.051 0.052 -0.009
C 1.878 1.264 3.663 -0.039 0.488 -0.213
H 1.887 -8.230 2.726 0.214 -0.125 0.029
N -0.370 -0.610 -2.500 0.192 0.041 0.661
C -2.539 -0.396 -3.718 0.100 0.025 0.104
H 0.642 5.416 6.091 -0.005 -0.052 0.139
C -0.924 2.236 -1.396 -0.358 -0.080 0.154
C -1.544 -1.292 -2.945 -0.570 -0.326 -0.405
C -1.819 3.344 -3.457 -0.131 0.250 -0.656
H 1.376 -3.290 5.585 0.105 -0.086 -0.007
C 1.601 -2.581 7.595 0.031 -0.064 0.092
H 0.117 2.299 -1.635 0.253 0.075 -0.157
N -1.910 2.687 -2.182 0.485 -0.301 0.544
H 1.649 -2.827 -2.608 -0.043 0.167 -0.135
H -0.443 4.288 -5.581 0.005 -0.065 -0.156
H -0.602 3.472 5.433 -0.106 -0.046 -0.148
C 3.988 1.407 -2.421 0.041 -0.026 0.055
N 0.770 -4.143 0.130 -0.243 -0.268 -0.152
C 0.583 6.052 -2.323 -0.281 -0.365 -0.332
H -1.546 3.603 3.917 0.101 -0.090 0.080
H 4.448 0.570 -1.897 0.118 -0.019 0.026
H -4.467 -0.531 -4.641 0.047 -0.042 0.060
H -1.490 -5.617 2.885 -0.150 0.105 0.077
H 2.554 1.204 -7.207 0.009 0.033 -0.075
C 0.807 5.784 -4.690 -0.008 -0.001 -0.054
H 1.945 7.184 -3.509 0.120 0.074 -0.064
C -3.154 -3.788 -2.919 0.032 0.046 -0.009
N 1.603 -6.236 2.218 0.872 0.100 -0.299
H -4.003 -2.934 -1.126 -0.005 0.001 -0.022
H 3.669 2.126 -1.667 0.063 0.081 0.025
H 0.772 -6.239 -0.173 0.054 -0.185 0.154
C 0.938 6.540 2.425 -0.224 -0.433 0.340
N 1.018 -3.069 -0.638 0.009 0.672 -0.217
H 2.155 -3.447 7.920 0.039 -0.142 0.046
N -3.084 2.453 -1.590 -0.946 0.212 -0.188
C -3.789 -1.191 -4.087 -0.192 0.141 -0.202
H 2.762 0.719 3.921 0.209 -0.226 0.150
C 2.797 1.020 -4.610 -0.194 -0.134 0.132
C 1.519 7.308 3.430 -0.115 -0.110 -0.128
C 0.574 -0.085 -3.266 0.471 0.219 -0.312
H -2.489 -4.463 -2.375 0.057 -0.073 0.043
C 3.330 -1.714 2.256 -0.203 -0.310 0.058
C -2.924 -3.348 2.263 0.138 -0.007 -0.092
C -4.479 -1.678 -2.815 0.065 -0.003 -0.009
C 1.305 -4.910 -1.871 -0.052 -0.055 0.108
C 2.692 -3.598 3.173 0.199 0.115 0.215
H -2.754 -2.225 4.184 -0.047 0.200 0.077
H 4.506 -2.603 3.922 0.186 -0.068 0.112
H -5.392 -2.218 -3.068 -0.081 -0.025 0.006
C -2.460 -3.290 -4.186 0.042 -0.219 -0.210
H 2.581 -4.516 3.714 -0.056 -0.193 0.062
C 1.696 0.647 -6.841 -0.009 -0.037 -0.032
C 2.812 0.931 -3.216 0.048 0.066 0.074
H 3.838 -0.815 1.966 0.061 0.235 -0.087
H -4.757 -0.822 -2.195 -0.067 0.057 0.024
H 3.658 1.416 -5.129 0.072 0.084 -0.038
N 1.750 7.664 -0.836 -0.422 -0.513 -1.651
H -0.543 -3.171 -3.217 -0.012 -0.030 -0.066
C 0.469 -1.375 5.859 -0.008 0.003 -0.484
H -1.568 -2.449 -1.138 0.072 -0.061 0.033
H 1.736 -1.586 9.488 0.025 -0.037 0.096
H -2.825 0.442 -3.083 0.010 0.105 0.048
```
Positions in Å, forces in eV/Å.

Calculated values
frontier orbital gap (spin up / spin down): 7.8 / 6.7 eV
spin multiplicity: 2
charge: +1
LUMO energy (spin up / spin down): -0.0940 / -0.1382 hartree